[1]
The following is a DFT calculation (ωB97M-V/def2-TZVPD) of C35H29N2O4PbS2 as an isolated structure.

As for the energy above the lowest of the compared OMol25 structures with the same formula, charge and spin: 0.0 kcal/mol. Its HOMO-LUMO gap is 8.153 eV. The net charge is +1. The spin multiplicity is 1.

XYZ file:
```
73
Properties=species:S:1:pos:R:3:forces:R:3
Pb 0.25789 -0.85964 -0.93753 0.0 0.0 0.1
C -2.11981 4.78905 5.47014 0.0 0.0 0.0
C -1.89064 3.56556 4.62999 0.0 0.0 0.0
C -2.10771 2.29112 5.15358 0.0 0.0 0.0
C -1.86599 1.15857 4.39676 0.0 0.1 0.0
C -1.38853 1.31136 3.10319 0.0 -0.1 0.0
C -1.19325 2.55960 2.54043 0.0 0.0 0.1
C -1.44528 3.68027 3.31609 0.0 0.0 -0.1
S -1.11573 -0.16511 2.15594 0.0 0.0 0.1
O -0.62047 0.36742 0.79924 -0.1 0.0 -0.1
C 0.29906 -0.92855 2.93362 0.1 0.2 0.0
C 0.09062 -2.30166 3.18338 0.0 0.0 0.0
C 1.10593 -3.06593 3.67788 0.0 0.0 0.0
C 2.37457 -2.49671 3.92345 0.0 0.0 0.0
C 3.44722 -3.28609 4.41483 0.0 0.0 0.0
C 4.66165 -2.72477 4.66608 0.0 0.0 0.0
C 4.87096 -1.34473 4.43420 0.0 0.0 0.0
C 3.86386 -0.55984 3.96226 -0.1 0.0 0.0
C 2.58090 -1.11119 3.69177 0.0 0.0 0.0
C 1.50686 -0.30818 3.20676 -0.1 -0.1 0.0
C 1.70473 1.17347 3.17559 0.0 0.1 -0.1
C 1.56504 1.87492 4.41480 0.0 -0.1 0.0
C 1.23356 1.21326 5.62505 0.0 0.0 0.0
C 1.14139 1.90556 6.79741 0.0 0.0 0.0
C 1.36237 3.29914 6.82846 0.0 0.0 0.0
C 1.67334 3.96498 5.67872 0.0 0.0 0.0
C 1.78764 3.26995 4.45068 0.0 0.1 0.0
C 2.14245 3.94663 3.25912 0.0 0.0 0.0
C 2.30931 3.26744 2.09089 0.0 0.0 0.0
C 2.10435 1.86753 2.05726 0.0 0.0 0.1
S 2.44597 0.90319 0.58392 0.0 -0.1 -0.1
O 3.67117 0.08365 0.82504 -0.1 0.1 0.0
C 2.84233 2.17170 -0.58916 -0.1 0.0 0.0
C 4.16552 2.46170 -0.87050 0.0 0.0 0.0
C 4.44608 3.44555 -1.80783 0.0 0.0 0.0
C 3.42639 4.13104 -2.46360 0.0 0.0 0.0
C 3.74292 5.17380 -3.49758 0.0 0.0 0.0
C 2.10100 3.80925 -2.16543 0.0 0.0 0.0
C 1.80238 2.82838 -1.23617 0.0 0.0 0.0
H -2.86837 4.60870 6.24003 0.0 0.0 0.0
H -2.44431 5.63257 4.86217 0.0 0.0 0.0
H -1.19106 5.07637 5.96875 0.0 0.0 0.0
H -2.47557 2.18454 6.16654 0.0 0.0 0.0
H -2.04431 0.17340 4.81301 0.0 0.0 0.0
H -0.84679 2.64749 1.52112 0.0 0.0 0.0
H -1.29420 4.66500 2.88994 0.0 0.0 0.0
H -0.86908 -2.74648 2.95311 0.0 0.0 0.0
H 0.95001 -4.12313 3.85344 0.0 0.0 0.0
H 3.27604 -4.34034 4.59400 0.0 0.0 0.0
H 5.47262 -3.33200 5.04568 0.0 0.0 0.0
H 5.84396 -0.91395 4.62866 0.0 0.0 0.0
H 4.03944 0.48961 3.77055 0.0 0.0 0.0
H 1.05760 0.14526 5.62082 0.0 0.0 0.0
H 0.89745 1.38296 7.71308 0.0 0.0 0.0
H 1.29223 3.83251 7.76739 0.0 0.0 0.0
H 1.85150 5.03361 5.68865 0.0 0.0 0.0
H 2.30725 5.01686 3.29149 0.0 0.0 0.0
H 2.61128 3.79339 1.19732 0.0 0.0 0.0
H 4.95155 1.91724 -0.36294 0.0 0.0 0.0
H 5.47749 3.68632 -2.03348 0.0 0.0 0.0
H 4.72406 5.61395 -3.32792 0.0 0.0 0.0
H 3.00045 5.97082 -3.49435 0.0 0.0 0.0
H 3.74612 4.73034 -4.49522 0.0 0.0 0.0
H 1.29812 4.33232 -2.67032 0.0 0.0 0.0
H 0.76971 2.58910 -1.00135 0.0 0.0 0.0
N 2.13032 -2.23750 -0.01215 0.1 0.0 0.0
N 1.55439 -3.48167 0.29668 -0.1 -0.1 -0.1
C 0.16753 -3.58200 0.50933 0.1 -0.1 0.1
O -0.26017 -4.57070 1.05175 0.0 0.0 0.0
O -0.54976 -2.57142 0.08512 0.0 0.1 0.0
H 2.85065 -2.37036 -0.71770 0.0 0.0 0.0
H 2.59476 -1.80457 0.78913 0.0 0.1 0.0
H 2.09214 -4.09245 0.89401 0.0 0.0 0.0
```
Positions in Å, forces in eV/Å.

In elementary charge units, the Löwdin charges are:
1 Pb 1.4467
2 C -0.0309
3 C -0.2529
4 C -0.0228
5 C -0.0687
6 C -0.3818
7 C -0.0631
8 C -0.0206
9 S 1.1075
10 O -0.7369
11 C -0.3047
12 C -0.0865
13 C -0.0031
14 C -0.1460
15 C -0.0210
16 C -0.0520
17 C -0.0435
18 C -0.0059
19 C -0.1143
20 C -0.1447
21 C -0.1484
22 C -0.1027
23 C -0.0079
24 C -0.0509
25 C -0.0576
26 C -0.0264
27 C -0.1515
28 C 0.0007
29 C -0.0353
30 C -0.2674
31 S 0.9084
32 O -0.4626
33 C -0.4182
34 C -0.0474
35 C -0.0142
36 C -0.2540
37 C -0.0380
38 C -0.0233
39 C -0.0900
40 H 0.0849
41 H 0.0848
42 H 0.0768
43 H 0.1245
44 H 0.1241
45 H 0.1064
46 H 0.1244
47 H 0.1184
48 H 0.1325
49 H 0.1201
50 H 0.1127
51 H 0.1135
52 H 0.1236
53 H 0.1246
54 H 0.1134
55 H 0.1128
56 H 0.1205
57 H 0.1256
58 H 0.1096
59 H 0.1179
60 H 0.1222
61 H 0.0827
62 H 0.0837
63 H 0.0929
64 H 0.1220
65 H 0.1073
66 N -0.0539
67 N 0.0113
68 C -0.7355
69 O 0.0849
70 O -0.2783
71 H 0.1113
72 H 0.0631
73 H 0.1469

=====

[2]
The following is a DFT calculation (ωB97M-V/def2-TZVPD) of an isolated ion of composition C3H9N2 and charge +1 at a distorted geometry.

As for the energy above the lowest of the compared OMol25 structures with the same formula, charge and spin: 18.7 kcal/mol. Its HOMO-LUMO gap is 11.095 eV. The net charge is +1. The spin multiplicity is 1.

XYZ file:
```
14
Properties=species:S:1:pos:R:3:forces:R:3
C 1.06065 -1.69529 1.26402 -1.7 -0.1 1.5
C 1.18721 -0.67756 0.14830 0.9 -0.8 -0.6
N -1.53478 1.58281 -0.84295 0.7 0.2 0.9
C -0.76223 0.49597 -0.88438 -1.8 1.1 1.1
N 0.09309 0.33397 0.10322 0.2 -1.7 -1.3
H 0.26874 -1.34297 1.96002 0.5 0.2 0.0
H 0.59983 -2.67999 1.02889 1.1 0.5 -0.3
H 1.97963 -1.71177 1.88197 -0.5 -0.6 -0.6
H 2.10035 -0.14116 0.39389 -0.1 0.5 -0.4
H 1.40984 -1.20049 -0.83737 -0.9 1.1 0.9
H -1.38036 2.23653 -0.07819 0.1 -0.1 -0.3
H -2.25543 1.90601 -1.46052 -0.2 -0.7 -0.6
H -1.08979 -0.27406 -1.58499 1.1 0.2 -0.3
H -0.12400 0.81272 0.96310 0.5 0.4 0.1
```
Positions in Å, forces in eV/Å.

In elementary charge units, the Löwdin charges are:
1 C -0.0870
2 C -0.2026
3 N 0.1797
4 C -0.0937
5 N 0.0569
6 H 0.0786
7 H 0.0930
8 H 0.0939
9 H 0.1161
10 H 0.1519
11 H 0.1381
12 H 0.1353
13 H 0.1770
14 H 0.1629

=====

[3]
The following is a DFT calculation (ωB97M-V/def2-TZVPD) of an isolated molecule of C4H5NOS2 at a distorted geometry.

As for the energy above the lowest of the compared OMol25 structures with the same formula, charge and spin: 30.4 kcal/mol. Its HOMO-LUMO gap is 7.640 eV. The net charge is 0. The spin multiplicity is 1.

XYZ file:
```
13
Properties=species:S:1:pos:R:3:forces:R:3
C -0.66198 -0.24797 -0.12944 1.1 0.2 -0.2
C -1.16025 0.88838 -1.04777 0.5 0.3 1.9
C 0.69447 0.21689 0.40066 -0.6 1.5 -0.1
C 1.45814 -0.39477 1.48370 0.4 0.1 -0.8
H -0.04992 -2.10062 -0.33902 -0.4 0.7 -0.4
H -1.34862 -0.49919 0.67285 -0.3 0.2 0.1
H -1.88501 1.47035 -0.49130 -0.1 0.3 0.0
H -1.62392 0.51139 -1.90326 -0.5 -0.7 -1.5
H 2.39293 0.14537 1.71016 -0.5 -0.2 0.1
N 1.18672 1.25602 -0.18046 0.8 0.0 0.2
O -0.38732 -1.37745 -0.91504 0.0 -1.3 -0.3
S 0.29327 1.95317 -1.39659 -0.3 -0.9 0.5
S 1.09148 -1.82157 2.13551 -0.1 -0.1 0.3
```
Positions in Å, forces in eV/Å.

In elementary charge units, the Löwdin charges are:
1 C -0.3999
2 C -0.3494
3 C -0.4349
4 C -0.5906
5 H 0.0772
6 H 0.1379
7 H 0.0775
8 H 0.0620
9 H 0.0717
10 N -0.2674
11 O -0.0410
12 S 0.9249
13 S 0.7319

=====

[4]
The following is a DFT calculation (ωB97M-V/def2-TZVPD) of an isolated molecule of C4H6N2O at a distorted geometry.

As for the energy above the lowest of the compared OMol25 structures with the same formula, charge and spin: 24.1 kcal/mol. Its HOMO-LUMO gap is 9.368 eV. The net charge is 0. The spin multiplicity is 1.

XYZ file:
```
13
Properties=species:S:1:pos:R:3:forces:R:3
C 0.19144 -0.94028 -1.80238 0.0 -0.2 -0.2
C -0.06880 -0.33693 -0.47699 -0.2 -0.4 -0.2
C -1.23779 0.12112 0.01910 0.3 -0.3 -0.1
N -0.97148 0.58871 1.33757 1.7 -0.2 0.3
C 0.42460 0.33663 1.46583 -0.2 0.8 -0.9
O 1.16093 0.93900 2.42780 -0.4 0.1 -0.1
N 0.96994 -0.20602 0.43381 0.0 0.0 0.1
H 0.66588 -1.91498 -1.67273 0.0 0.0 -0.2
H 0.86807 -0.30637 -2.38705 -0.1 -0.1 0.1
H -0.74501 -1.04860 -2.35145 0.1 -0.1 -0.1
H -2.21551 -0.09910 -0.40088 0.1 0.6 0.4
H -0.99099 1.59320 1.44727 -1.0 0.2 0.4
H 1.94871 1.27363 1.96010 -0.2 -0.4 0.4
```
Positions in Å, forces in eV/Å.

In elementary charge units, the Löwdin charges are:
1 C -0.0480
2 C -0.3696
3 C -0.0764
4 N 0.0921
5 C -0.4447
6 O 0.0779
7 N 0.1580
8 H 0.0796
9 H 0.0820
10 H 0.0753
11 H 0.1117
12 H 0.1370
13 H 0.1249

=====

[5]
The following is a DFT calculation (ωB97M-V/def2-TZVPD) of an isolated molecule of C2H6NO2P at a distorted geometry.

As for the energy above the lowest of the compared OMol25 structures with the same formula, charge and spin: 23.7 kcal/mol. Its HOMO-LUMO gap is 9.716 eV. The net charge is 0. The spin multiplicity is 1.

XYZ file:
```
12
Properties=species:S:1:pos:R:3:forces:R:3
C 1.03751 -0.71152 -0.14566 1.5 -0.8 0.0
C 0.51546 0.39688 0.33541 0.3 0.2 -1.4
N -0.52004 1.07644 -0.43803 1.0 -0.4 1.9
O -3.12136 0.45041 0.81899 -0.5 0.4 1.4
O -1.50554 -1.26626 -0.06313 -1.4 -0.4 -0.4
P -2.44170 0.03666 -0.40326 0.0 -0.7 -1.6
H 0.77686 -1.12032 -1.10311 -0.4 0.0 -0.3
H 1.85844 -1.29142 0.29931 -0.5 0.6 0.3
H 0.92832 0.82128 1.24814 -0.7 0.3 -0.1
H -0.57066 0.84052 -1.45576 0.6 1.5 1.3
H -0.74240 1.95600 0.05385 -0.1 -0.2 -1.8
H -1.76808 -1.41734 0.84601 0.3 -0.6 0.8
```
Positions in Å, forces in eV/Å.

In elementary charge units, the Löwdin charges are:
1 C -0.0204
2 C -0.2412
3 N -0.0834
4 O -0.4649
5 O -0.3454
6 P 0.6643
7 H 0.0550
8 H 0.0705
9 H 0.1105
10 H 0.0973
11 H 0.1165
12 H 0.0412

=====

[6]
The following is a DFT calculation (ωB97M-V/def2-TZVPD) of C24H31BClF4N3O7P2SW as an isolated structure at a distorted geometry.

As for the energy above the lowest of the compared OMol25 structures with the same formula, charge and spin: 57.4 kcal/mol. Its HOMO-LUMO gap is 7.257 eV. The net charge is 0. The spin multiplicity is 1.

XYZ file:
```
75
Properties=species:S:1:pos:R:3:forces:R:3
W -0.15006 0.70933 -0.58465 -1.7 -0.7 -1.0
O -2.06617 3.48373 1.94740 -0.1 0.0 -0.3
Cl -0.92871 3.01067 1.20610 0.0 0.0 0.2
O -0.20450 2.00629 1.98469 0.1 0.1 0.2
O -1.51458 2.13459 0.00393 0.1 0.3 0.4
O 1.20859 1.72735 -0.46869 0.6 0.1 0.1
N 3.42986 -1.73765 1.08090 0.0 0.1 0.1
C 3.05518 -2.35846 2.28929 0.0 0.0 -0.1
C 3.66568 -3.51956 2.73418 0.0 0.0 0.0
C 3.26595 -4.07086 3.94498 0.1 0.0 -0.1
C 2.24849 -3.48287 4.67862 -0.1 0.0 0.1
C 1.61548 -2.34055 4.20579 0.0 0.0 -0.1
C 2.03533 -1.76770 3.01219 -0.1 -0.1 0.2
S 1.36690 -0.25794 2.40788 0.0 0.1 -0.1
N 1.46488 -0.52585 0.68963 0.1 -0.3 0.1
C 2.52470 -1.12493 0.25636 0.1 0.0 -0.3
C 2.93978 -1.15397 -1.19945 -0.2 0.0 0.4
C 3.84618 -2.08478 -1.69855 -0.1 0.1 -0.1
C 4.27024 -1.93424 -3.01349 0.0 -0.1 0.1
C 3.78578 -0.87902 -3.76200 0.0 0.1 -0.2
C 2.84362 -0.03152 -3.18739 0.0 -0.2 0.0
N 2.42741 -0.19339 -1.94422 0.4 0.3 -0.1
H 4.26953 -2.07882 0.64846 0.0 0.0 0.0
H 4.45336 -3.98139 2.15075 0.0 0.0 0.0
H 3.75139 -4.96607 4.30954 0.0 0.0 0.0
H 1.94186 -3.91376 5.62216 0.0 0.0 0.0
H 0.82119 -1.87305 4.77281 0.0 0.0 0.0
H 4.19389 -2.92176 -1.10938 0.0 0.0 0.0
H 4.97240 -2.63709 -3.44117 0.0 0.0 0.0
H 4.11303 -0.72304 -4.78116 0.0 0.0 0.0
H 2.39578 0.79045 -3.73854 0.0 0.0 0.0
F -4.20380 0.64454 -3.00555 0.0 0.0 0.1
B -3.68879 1.32556 -1.90671 -0.2 0.1 0.0
F -2.50495 0.56112 -1.49089 0.3 -0.2 -0.1
F -3.28002 2.60699 -2.25926 0.0 -0.1 0.0
F -4.56606 1.33278 -0.82975 0.0 0.0 0.0
C -0.25360 -0.93556 -1.66084 0.2 0.3 0.1
H -1.08697 -1.10824 -2.34205 -0.2 -0.1 0.4
H 0.50117 -1.71035 -1.75223 0.2 0.1 -0.3
C -0.93262 -2.60600 1.13149 -0.1 0.0 0.0
P -1.65504 -0.94720 0.88080 0.1 -0.1 0.2
C -3.23834 -1.43683 0.12286 0.0 0.0 0.0
C -2.25218 -0.45547 2.52897 0.0 0.0 -0.1
C -3.19997 0.56119 2.59782 0.0 0.1 -0.1
C -3.69423 0.97071 3.82522 0.0 0.0 0.0
C -3.25217 0.36681 4.99251 0.0 0.0 0.0
C -2.31467 -0.65509 4.92973 0.0 0.0 0.0
C -1.81705 -1.06243 3.70228 0.0 0.0 0.0
H 0.07081 -2.58424 1.53899 0.1 0.0 0.1
H -0.90137 -3.08596 0.15261 0.0 0.0 0.0
H -1.57594 -3.18719 1.79216 0.0 0.0 0.0
H -3.66314 -2.21207 0.76278 0.0 0.0 0.0
H -3.07876 -1.81802 -0.88422 0.0 0.0 0.0
H -3.91879 -0.59061 0.06541 0.0 0.0 0.0
H -3.54809 1.04982 1.69452 0.0 0.0 0.0
H -4.41926 1.77276 3.86518 0.0 0.0 0.0
H -3.63804 0.69010 5.95086 0.0 0.0 0.0
H -1.97369 -1.13580 5.83871 0.0 0.0 0.0
H -1.09000 -1.86278 3.66157 0.0 0.0 0.0
C -2.11246 4.83149 -3.67883 0.0 0.0 0.0
O -0.97533 3.97357 -3.86768 0.1 0.0 0.1
P -0.15623 3.46996 -2.57226 0.4 0.2 -0.1
O -0.52625 1.83843 -2.58520 -0.3 -0.2 0.3
C -0.91086 1.16960 -3.81219 0.2 -0.1 0.0
O 1.29919 3.33435 -3.31902 -0.2 0.1 0.0
C 2.44764 3.77457 -2.58887 0.1 0.0 0.0
H -1.89418 5.78687 -4.15302 0.0 0.0 0.0
H -2.32849 4.97489 -2.61999 0.0 0.0 0.0
H -2.97630 4.36276 -4.14231 0.0 0.0 0.0
H -0.16702 0.40150 -4.02116 0.0 0.0 0.0
H -0.93003 1.89652 -4.61504 0.0 0.0 0.0
H -1.89373 0.72824 -3.68641 0.0 0.0 0.0
H 3.29877 3.67822 -3.26049 0.0 0.0 0.0
H 2.60697 3.16362 -1.70006 0.0 0.0 0.0
H 2.35143 4.82274 -2.29742 0.0 0.0 0.0
```
Positions in Å, forces in eV/Å.

In elementary charge units, the Löwdin charges are:
1 W 1.5084
2 O -0.3854
3 Cl 0.9520
4 O -0.5565
5 O -0.6318
6 O -0.4858
7 N 0.1238
8 C -0.2526
9 C -0.0145
10 C -0.0767
11 C -0.0752
12 C -0.0848
13 C -0.4606
14 S 1.0530
15 N -0.3023
16 C -0.3126
17 C -0.2197
18 C -0.0085
19 C -0.0491
20 C -0.0329
21 C -0.0910
22 N 0.0825
23 H 0.1230
24 H 0.1143
25 H 0.1068
26 H 0.1080
27 H 0.1009
28 H 0.1097
29 H 0.1121
30 H 0.1104
31 H 0.1146
32 F 0.1338
33 B -1.2440
34 F -0.0726
35 F 0.1375
36 F 0.1355
37 C -0.2344
38 H 0.0102
39 H -0.0030
40 C -0.2390
41 P 0.8844
42 C -0.2091
43 C -0.3661
44 C -0.0932
45 C -0.0634
46 C -0.0793
47 C -0.0829
48 C -0.1171
49 H 0.0070
50 H 0.0487
51 H 0.0566
52 H 0.0638
53 H 0.0562
54 H 0.0374
55 H 0.1025
56 H 0.1121
57 H 0.1024
58 H 0.1007
59 H 0.0694
60 C -0.1220
61 O -0.3473
62 P 0.9097
63 O -0.5089
64 C -0.0714
65 O -0.3468
66 C -0.1496
67 H 0.0822
68 H 0.0719
69 H 0.0870
70 H 0.0781
71 H 0.0901
72 H 0.0775
73 H 0.0816
74 H 0.0559
75 H 0.0784